Arrangement A

Here is an isolated ion of composition CH6N3S2 and charge +1 from OMol25. Energies are from the ωB97M-V functional and the def2-TZVPD basis.

As for the total charge: +1. Its LUMO energy is -4.288 eV. Its HOMO energy is -14.0873 eV. As for the molecular weight: 124.21 g/mol.

Geometry (Å):
1 C 0.91 0.32 -0.02
2 N 1.32 1.08 1.12
3 N -0.30 -0.28 0.10
4 N -0.77 -0.98 -0.94
5 S 2.02 0.10 -1.27
6 S -1.13 -0.22 1.62
7 H 1.13 0.89 2.09
8 H 2.23 1.48 1.21
9 H 1.35 -0.81 -2.02
10 H -0.41 -1.95 -0.85
11 H -1.68 -0.87 -1.24
12 H -1.56 0.98 1.51

Löwdin population analysis, charges in e, atoms 1 to 6: -0.687, 0.075, -0.549, 0.026, 1.001, 0.935

=====

Arrangement B

Here is an isolated ion of composition CH6N3S2 and charge +1 from OMol25. Energies are from the ωB97M-V functional and the def2-TZVPD basis.

As for the total charge: +1. Its LUMO energy is -4.279 eV. Its HOMO energy is -14.1183 eV. As for the molecular weight: 124.21 g/mol.

Geometry (Å):
1 C -0.71 -0.52 0.10
2 N -0.62 -1.99 -0.02
3 N 0.40 0.19 0.11
4 N 0.30 1.55 0.43
5 S -2.26 0.14 -0.14
6 S 2.01 -0.40 0.08
7 H 0.13 -2.39 -0.50
8 H -1.48 -2.52 -0.05
9 H -1.76 1.45 -0.09
10 H 0.92 1.94 1.16
11 H 0.65 1.98 -0.37
12 H 2.40 0.55 -0.69

Löwdin population analysis, charges in e, atoms 1 to 6: -0.675, 0.113, -0.547, 0.014, 0.967, 0.946

=====

Most stable structure, least stable structure: arrangement A, arrangement B.

=====

Arrangement A

Here is one molecule with the formula C8H13N3O from OMol25. Energies are from the ωB97M-V functional and the def2-TZVPD basis.

As for the total charge: 0. Its LUMO energy is 0.640 eV. The SMILES is [H]/N=C(\OC(C)(C)C)n1ccnc1. Its HOMO energy is -9.0356 eV. As for the molecular weight: 167.21 g/mol.

Geometry (Å):
1 C -1.03 3.01 -2.21
2 C -0.89 2.05 -1.27
3 C 1.00 2.31 -2.34
4 C 0.95 0.57 -0.54
5 C 0.86 -1.13 2.07
6 C -1.59 -1.10 1.66
7 C -0.12 -2.27 -0.03
8 C -0.22 -1.13 1.04
9 N 0.16 3.14 -2.91
10 N 2.17 0.37 -0.43
11 N 0.43 1.57 -1.30
12 O -0.26 0.13 0.30
13 H -2.08 3.46 -2.42
14 H -1.49 1.70 -0.43
15 H 2.02 2.13 -2.81
16 H 0.70 -0.22 2.53
17 H 0.74 -2.04 2.58
18 H 1.89 -1.25 1.73
19 H -2.18 -0.84 0.86
20 H -1.54 -0.38 2.53
21 H -1.88 -2.06 2.15
22 H 0.60 -1.98 -0.77
23 H 0.29 -3.14 0.45
24 H -1.05 -2.48 -0.49
25 H 2.51 -0.43 0.08

Löwdin population analysis, charges in e, atoms 1 to 6: -0.153, -0.069, -0.151, -0.329, -0.021, -0.025

=====

Arrangement B

Here is C8H13N3O as an isolated structure from OMol25. Energies are from the ωB97M-V functional and the def2-TZVPD basis.

As for the total charge: 0. Its LUMO energy is 0.782 eV. Its HOMO energy is -8.5937 eV. As for the molecular weight: 167.21 g/mol.

Geometry (Å):
1 C -3.23 -1.58 -0.09
2 H -4.23 -2.10 -0.44
3 H -3.34 -1.36 0.84
4 H -2.37 -2.30 -0.30
5 C -2.88 -0.34 -1.30
6 C -1.59 0.32 -0.81
7 N -0.52 -0.11 -0.17
8 C 0.36 0.68 -0.41
9 N -0.11 1.76 -0.91
10 O -1.48 1.54 -1.24
11 C 1.70 0.49 0.34
12 N 1.71 0.38 1.67
13 H 2.47 1.06 1.94
14 C 1.56 -0.98 1.97
15 C 2.68 -1.52 0.81
16 H 3.67 -1.29 1.44
17 H 2.45 -2.36 0.67
18 C 2.46 -0.51 -0.25
19 H 1.72 -1.21 -1.11
20 H 3.36 -0.31 -0.65
21 H 0.68 -1.33 1.60
22 H 1.87 -1.16 3.16
23 H 2.16 1.52 0.06
24 H -3.74 0.33 -0.79
25 H -2.91 -1.04 -2.27

Löwdin population analysis, charges in e, atoms 1 to 6: -0.083, 0.095, -0.034, 0.072, -0.068, -0.372

=====

Most stable structure, least stable structure: arrangement A, arrangement B.

=====

Arrangement A

Here is a 2-piece molecular cluster, C4H10FN overall from OMol25. Energies are from the ωB97M-V functional and the def2-TZVPD basis.

As for the total charge: 0. Its LUMO energy (alpha / beta) is 0.891 / 0.891 eV. Its HOMO energy (alpha / beta) is -6.4289 / -6.4298 eV. As for the molecular weight: 91.13 g/mol.

Geometry (Å):
1 C 2.70 -1.16 -0.12
2 C -1.88 -0.22 -0.98
3 C -0.96 2.03 0.67
4 C -0.82 -0.18 0.04
5 N -0.55 0.83 0.89
6 F -0.44 -1.41 0.49
7 H 3.14 -0.38 0.49
8 H 2.55 -2.11 0.46
9 H 3.40 -1.38 -0.86
10 H -2.79 0.32 -0.60
11 H -2.06 -1.31 -1.09
12 H -1.49 0.20 -1.84
13 H -1.59 2.26 -0.31
14 H -0.91 2.75 1.42
15 H 1.73 -0.97 -0.45
16 H -0.03 0.73 1.79

Löwdin population analysis, charges in e, atoms 1 to 6: -0.032, -0.034, -0.094, -0.399, -0.018, -0.004

=====

Arrangement B

Here is one molecule with the formula C4H10FN from OMol25. Energies are from the ωB97M-V functional and the def2-TZVPD basis.

As for the total charge: 0. Its LUMO energy is 1.098 eV. The SMILES is CC[C@H](N)CF. Its HOMO energy is -10.0433 eV. As for the molecular weight: 91.13 g/mol.

Geometry (Å):
1 C -2.04 -0.04 -0.29
2 C -0.67 -0.67 -0.17
3 C 0.36 0.24 0.48
4 C 1.73 -0.52 0.44
5 H -2.36 0.21 0.74
6 H -2.10 0.81 -0.94
7 H -2.69 -0.73 -0.75
8 H -0.33 -1.00 -1.18
9 H -0.76 -1.53 0.45
10 H 0.08 0.45 1.49
11 H 0.38 1.53 -1.01
12 H 1.54 1.62 -0.14
13 H 1.61 -1.59 0.46
14 H 2.42 -0.19 1.25
15 N 0.53 1.63 -0.02
16 F 2.32 -0.22 -0.81

Löwdin population analysis, charges in e, atoms 1 to 6: -0.105, -0.241, -0.385, -0.134, 0.090, 0.064

=====

Most stable structure, least stable structure: arrangement B, arrangement A.